Entry 1:
9
Properties=species:S:1:pos:R:3:forces:R:3 method="wB97M-V/def2-TZVPD" gap_ha=0.348 e_homo_ha=-0.3279 spin_multiplicity=1 relative_energy_kcal_mol=95.7 max_force_ev_per_a=4.15 charge=0
C -1.6634 0.1593 -0.5087 -0.720 2.324 -1.957
C -0.5502 0.0186 0.3881 -1.528 1.188 1.426
C 1.7595 0.1533 0.8013 2.493 0.630 3.252
N -1.4922 -1.0167 -0.1356 -0.534 -0.640 -0.177
N 0.8294 -0.0709 0.0040 -3.253 0.262 -0.122
Cl 3.2749 -0.2778 0.0739 0.456 0.104 -0.319
H -2.3213 0.9330 -1.0980 1.221 -2.131 0.995
H -0.8596 0.4258 1.3846 1.741 -0.771 -0.526
H 1.0228 -0.3245 -0.9094 0.126 -0.965 -2.573

---

Entry 2:
9
Properties=species:S:1:pos:R:3:forces:R:3 method="wB97M-V/def2-TZVPD" gap_ha=0.309 e_homo_ha=-0.3389 spin_multiplicity=1 relative_energy_kcal_mol=119.3 max_force_ev_per_a=2.78 smiles="C=CC1=NN1Cl" charge=0
C -0.7056 -0.5501 1.5877 1.383 1.199 -2.099
C 0.1635 0.0617 0.7331 -0.065 0.882 0.321
C -0.0528 0.3083 -0.6889 1.682 -1.531 0.017
N -0.7440 0.2718 -1.7134 -1.481 -0.447 -0.878
N 0.5936 0.8158 -1.8803 0.229 2.018 0.085
Cl 1.7596 -0.0099 -3.1658 -0.738 -0.639 1.314
H -0.4705 -0.5180 2.5831 1.056 0.177 2.462
H -1.6491 -1.0474 1.5163 -0.374 -0.142 -1.383
H 1.1054 0.6678 1.0283 -1.694 -1.518 0.161

---

Entry 3:
13
Properties=species:S:1:pos:R:3:forces:R:3 method="wB97M-V/def2-TZVPD" gap_ha=0.304 e_homo_ha=-0.3474 spin_multiplicity=1 relative_energy_kcal_mol=101.2 max_force_ev_per_a=2.44 charge=0
C 0.8874 -1.8483 0.9141 -1.423 -0.190 -0.301
C -0.6252 1.1494 0.8604 0.322 -0.403 -0.083
C -1.2735 1.4092 -1.5568 -0.261 0.238 -0.491
N 0.5196 -1.0369 0.1285 0.408 0.025 1.063
N -0.0390 -0.3918 -0.7314 0.398 -1.134 -2.119
N -0.6667 0.7761 -0.4033 -0.118 0.993 1.732
N 2.0214 -2.3201 1.5545 0.755 0.398 0.081
O 2.7083 -3.0882 0.9172 0.170 -0.274 -0.151
O 2.1887 -1.9565 2.6960 0.035 0.038 0.241
Cl -1.4501 2.6107 1.1532 -0.321 0.383 -0.075
H -1.1708 2.4891 -1.4679 -0.006 -0.112 -0.010
H -0.7681 1.0564 -2.4535 -0.018 0.007 0.107
H -2.3321 1.1510 -1.6110 0.060 0.032 0.004